[1]
{
  "formula": "C37H36BrFeGeN4O10P2",
  "method": "ωB97M-V/def2-TZVPD",
  "elements": ["Fe", "O", "P", "O", "O", "O", "P", "O", "O", "O", "H", "H", "C", "O", "C", "C", "C", "Br", "C", "C", "C", "O", "C", "N", "C", "C", "C", "C", "C", "C", "N", "H", "H", "H", "H", "H", "H", "H", "H", "H", "H", "H", "Ge", "C", "C", "C", "C", "C", "C", "C", "C", "C", "C", "C", "C", "H", "H", "H", "H", "H", "H", "H", "H", "H", "H", "H", "C", "N", "N", "C", "O", "C", "C", "C", "C", "C", "C", "C", "C", "C", "H", "H", "H", "H", "H", "H", "H", "H", "H", "H", "H", "H"],
  "coordinates": [[-1.319811, 0.837453, -0.746061], [0.703521, 4.011919, 1.345287], [0.058194, 3.728803, -0.080941], [0.435056, 4.673802, -1.118594], [0.457106, 2.200263, -0.299712], [-1.494784, 3.651130, 0.250442], [-2.563034, 3.040083, -0.851269], [-3.493386, 4.261489, -1.191429], [-1.793821, 2.589868, -2.055978], [-3.239533, 1.917872, -0.126949], [0.871132, 4.958748, 1.468805], [-4.057125, 4.542390, -0.455086], [-3.864668, -0.022780, -2.649728], [-2.593242, -0.471275, -2.171863], [-2.415192, -1.810380, -1.964266], [-3.411207, -2.761183, -2.063557], [-3.101884, -4.092004, -1.804167], [-4.486881, -5.374651, -1.883839], [-1.820382, -4.488669, -1.498641], [-0.806543, -3.529683, -1.424288], [-1.122788, -2.190082, -1.606022], [-0.206755, -1.171616, -1.424166], [0.560147, -3.970667, -1.133266], [0.848187, -5.041592, -0.451996], [2.224957, -5.109010, -0.416533], [3.062742, -6.048083, 0.184057], [4.423976, -5.862794, 0.062571], [4.958183, -4.773098, -0.640301], [4.145680, -3.835428, -1.246425], [2.773810, -4.020795, -1.120078], [1.686721, -3.291989, -1.555532], [-4.126085, -0.533044, -3.576640], [-3.746451, 1.040527, -2.832899], [-4.641598, -0.169315, -1.898343], [-4.425218, -2.490073, -2.318480], [-1.577931, -5.522456, -1.301427], [0.505882, -1.492343, -0.851077], [2.642405, -6.886545, 0.722303], [5.103242, -6.571613, 0.516959], [6.032833, -4.664195, -0.700104], [4.562452, -2.996492, -1.788934], [1.730594, -2.534597, -2.221708], [2.248246, 1.803407, -0.740294], [3.314237, 3.423985, -0.827884], [4.021122, 3.893064, 0.274814], [4.678762, 5.111614, 0.203690], [4.625132, 5.862860, -0.962319], [3.933976, 5.388467, -2.068728], [3.287334, 4.166722, -2.005844], [2.041125, 0.824765, -2.418950], [3.009070, -0.110139, -2.785616], [2.918165, -0.774103, -4.001450], [1.849941, -0.513662, -4.852543], [0.882598, 0.412710, -4.491457], [0.982405, 1.091156, -3.285441], [2.568835, 0.895243, 0.459173], [4.052924, 3.306760, 1.186139], [5.233385, 5.475374, 1.058833], [5.127862, 6.819828, -1.009305], [3.889007, 5.974897, -2.976537], [2.744175, 3.798128, -2.867797], [3.840880, -0.305304, -2.116188], [3.680976, -1.486386, -4.290505], [1.784653, -1.025559, -5.803709], [0.052662, 0.617192, -5.155705], [0.243130, 1.846345, -3.030888], [-3.518119, -0.354461, 5.256927], [-3.420972, -0.383173, 3.811874], [-2.257503, -0.135222, 3.121637], [-2.448084, -0.466288, 1.802116], [-1.536850, -0.347530, 0.934268], [-3.771848, -0.940433, 1.696270], [-4.327788, -0.885865, 2.949378], [-5.680514, -1.307715, 3.396128], [-1.144195, 0.573187, 3.645287], [0.138025, 0.171768, 3.286457], [1.231214, 0.867591, 3.776090], [1.054550, 1.949414, 4.625896], [-0.227142, 2.359108, 4.960186], [-1.328967, 1.680555, 4.466587], [-2.525444, -0.401605, 5.694769], [-4.085943, -1.219076, 5.594383], [-4.017518, 0.549281, 5.608285], [-4.252086, -1.245122, 0.783335], [-6.301421, -1.504184, 2.526751], [-6.151283, -0.535467, 4.004697], [-5.627420, -2.220165, 3.993201], [0.270136, -0.681539, 2.638264], [2.230117, 0.551279, 3.505928], [1.910598, 2.468997, 5.034480], [-0.372977, 3.215940, 5.604094], [-2.327652, 2.015460, 4.711092]],
  "atomic_forces_ev_per_a": [[-0.350, -1.113, 0.042], [-0.134, 0.097, -0.010], [0.158, 0.326, 0.456], [0.023, 0.029, -0.208], [-0.263, 0.006, -0.144], [-0.136, -0.077, -0.387], [-0.570, 0.578, 0.569], [-0.059, 0.028, 0.073], [0.340, -0.551, 0.208], [0.328, -0.169, 0.015], [0.064, -0.166, -0.046], [0.077, -0.056, -0.171], [-0.192, 0.222, -0.048], [0.235, 0.375, 0.312], [0.075, -0.184, 0.054], [-0.133, 0.065, -0.024], [0.026, -0.061, 0.016], [0.027, 0.027, -0.009], [-0.035, 0.056, -0.010], [-0.105, 0.183, -0.046], [-0.055, -0.209, 0.029], [-0.025, 0.355, 0.006], [0.245, -0.171, 0.147], [-0.327, -0.009, 0.070], [0.269, 0.281, -0.244], [-0.048, 0.015, -0.003], [-0.005, -0.081, 0.058], [-0.006, 0.053, -0.019], [0.032, 0.102, -0.039], [0.033, -0.356, 0.269], [-0.019, 0.262, -0.027], [0.077, -0.056, 0.022], [0.011, -0.035, -0.027], [0.059, -0.059, 0.029], [0.029, 0.030, -0.023], [0.031, -0.007, -0.048], [0.002, 0.048, 0.000], [0.025, -0.010, 0.007], [-0.016, -0.006, 0.005], [-0.005, -0.002, -0.040], [0.012, 0.001, -0.006], [-0.070, -0.069, -0.098], [0.361, -0.177, -0.126], [-0.396, -0.385, -0.086], [-0.065, -0.081, 0.030], [0.069, 0.007, 0.079], [-0.011, -0.038, 0.001], [0.042, 0.018, -0.049], [0.012, -0.044, -0.018], [0.017, 0.307, 0.283], [-0.044, 0.031, 0.141], [-0.008, -0.048, 0.029], [0.022, -0.043, 0.025], [-0.052, -0.013, -0.063], [0.016, 0.137, 0.115], [0.096, 0.018, -0.104], [0.008, 0.059, 0.039], [-0.002, 0.007, -0.003], [0.004, 0.001, -0.002], [0.025, -0.002, -0.001], [-0.032, 0.061, 0.001], [0.055, -0.074, -0.072], [0.004, 0.004, -0.002], [-0.023, -0.009, 0.008], [0.020, 0.022, -0.006], [-0.007, -0.037, -0.046], [0.001, -0.026, 0.212], [-0.135, 0.054, -0.064], [0.122, -0.155, -0.352], [-0.550, -0.052, 0.301], [0.523, 0.631, -0.919], [0.106, 0.060, -0.099], [0.138, 0.078, -0.060], [0.035, 0.019, 0.103], [0.174, 0.223, 0.162], [-0.075, -0.097, 0.047], [0.029, 0.027, 0.035], [-0.021, 0.010, -0.003], [0.021, 0.003, 0.044], [-0.099, -0.050, -0.115], [0.018, -0.025, -0.033], [0.027, -0.023, -0.044], [0.043, 0.011, -0.043], [0.008, -0.066, 0.022], [-0.030, -0.003, 0.016], [-0.043, -0.007, -0.029], [-0.007, -0.008, -0.015], [0.000, -0.029, 0.014], [-0.008, -0.028, -0.003], [0.012, 0.022, -0.053], [-0.011, -0.013, 0.013], [-0.014, 0.030, -0.020]],
  "total_charge": 1,
  "orbital_gap_ha": [0.31369, 0.30028],
  "e_lumo_ev": [-1.925, -2.291],
  "total_energy_ha": -9000.5052,
  "spin_multiplicity": 5
}

=====

[2]
{
  "formula": "C45H56NO4RhSi3",
  "method": "ωB97M-V/def2-TZVPD",
  "elements": ["Rh", "C", "C", "C", "O", "C", "C", "O", "C", "O", "C", "C", "C", "C", "C", "C", "C", "C", "C", "C", "C", "C", "C", "O", "C", "C", "C", "C", "C", "C", "C", "C", "C", "C", "C", "C", "H", "H", "H", "H", "H", "H", "H", "H", "H", "H", "H", "H", "H", "H", "H", "H", "H", "H", "H", "H", "H", "H", "H", "H", "H", "H", "H", "H", "C", "Si", "C", "C", "C", "Si", "C", "C", "C", "Si", "C", "C", "C", "C", "C", "C", "C", "N", "H", "H", "H", "H", "H", "H", "H", "H", "H", "H", "H", "H", "H", "H", "H", "H", "H", "H", "H", "H", "H", "H", "H", "H", "H", "H", "H", "H"],
  "coordinates": [[-0.444090, -1.012972, 0.403220], [1.022922, 4.428983, 0.748324], [1.315777, 3.796015, -0.593887], [2.015348, 4.726180, -1.557856], [2.130346, 2.638535, -0.428219], [1.274981, 1.506081, -0.519460], [0.291882, 1.985826, -1.582061], [0.093319, 3.331382, -1.143598], [-1.049035, 1.234152, -1.703931], [-1.323313, 0.471331, -0.559211], [-2.229069, 2.216245, -1.901843], [-3.447326, 1.930237, -1.298359], [-4.555215, 2.745225, -1.505984], [-4.459846, 3.858164, -2.327437], [-3.247676, 4.143436, -2.943325], [-2.145214, 3.329847, -2.734177], [-1.088421, 0.375063, -2.986754], [-1.793242, -0.817879, -2.983775], [-1.957406, -1.558886, -4.149964], [-1.421280, -1.108052, -5.347611], [-0.737549, 0.101104, -5.366040], [-0.582963, 0.835966, -4.201551], [2.068770, 0.211177, -0.741097], [1.300003, -0.909724, -0.305340], [2.409180, 0.012016, -2.223349], [1.948967, -1.095111, -2.920313], [2.301455, -1.288498, -4.253042], [3.104276, -0.366128, -4.903952], [3.566744, 0.749442, -4.210193], [3.233071, 0.930032, -2.877150], [3.396052, 0.193138, 0.046434], [3.714977, 1.071205, 1.076645], [4.915767, 0.955177, 1.769079], [5.808274, -0.061019, 1.464396], [5.490312, -0.960200, 0.452978], [4.302753, -0.825558, -0.249142], [1.956874, 4.696381, 1.245389], [0.465640, 3.727880, 1.372238], [0.417035, 5.326886, 0.615850], [2.990519, 5.015390, -1.160850], [1.412683, 5.621498, -1.714309], [2.161700, 4.219482, -2.513748], [0.730930, 1.366603, 0.421142], [0.793440, 1.993307, -2.549820], [-3.520526, 1.064919, -0.653872], [-5.495306, 2.504649, -1.024017], [-5.318584, 4.497649, -2.488465], [-3.156696, 5.010108, -3.586777], [-1.210535, 3.581158, -3.218721], [-2.251131, -1.141805, -2.060500], [-2.527123, -2.482079, -4.126506], [-1.549644, -1.680198, -6.258088], [-0.319701, 0.475385, -6.292605], [-0.057266, 1.781860, -4.256746], [1.318923, -1.807711, -2.406247], [1.936200, -2.159981, -4.783011], [3.377229, -0.513947, -5.941449], [4.203304, 1.471440, -4.707355], [3.615327, 1.784454, -2.330066], [3.046261, 1.875032, 1.333608], [5.147297, 1.663873, 2.555538], [6.741705, -0.152863, 2.006156], [6.174476, -1.761833, 0.202060], [4.070945, -1.528972, -1.040301], [-2.830492, -0.017387, 4.427337], [-2.256031, -0.037739, 2.652428], [-2.026166, 1.731844, 2.158509], [-3.586370, -0.779064, 1.557757], [-0.737067, -1.163587, 2.532290], [0.771114, -0.693868, 3.549807], [0.976464, 1.154341, 3.615158], [2.323035, -1.544454, 2.985347], [0.441629, -1.268021, 5.300314], [-1.121577, -2.968151, 2.653007], [0.341106, -4.096919, 2.864649], [-2.349422, -3.462186, 3.967135], [-1.739031, -3.589414, 1.008899], [-2.597550, -4.663305, 0.802394], [-2.704332, -5.209692, -0.465894], [-1.932314, -4.687936, -1.494338], [-1.123094, -3.599023, -1.237251], [-1.051702, -3.047504, -0.023234], [-3.789100, 0.507763, 4.498335], [-2.110013, 0.516745, 5.054751], [-2.957828, -1.019219, 4.842527], [-3.018876, 2.196307, 2.139692], [-1.598610, 1.831555, 1.161378], [-1.411331, 2.281516, 2.875302], [-4.467216, -0.128715, 1.539563], [-3.902504, -1.772739, 1.890909], [-3.238414, -0.869181, 0.520934], [0.898650, 1.618878, 2.629741], [1.960110, 1.398049, 4.028398], [0.215545, 1.608147, 4.257887], [2.361661, -1.654961, 1.899868], [2.401581, -2.531970, 3.441386], [3.199621, -0.967114, 3.286939], [-0.463150, -0.822852, 5.722847], [1.286476, -0.991805, 5.940949], [0.333359, -2.356616, 5.349309], [0.821099, -3.973515, 3.838824], [1.096557, -3.937313, 2.091899], [-0.019257, -5.127715, 2.791386], [-1.979435, -3.137661, 4.945808], [-2.459466, -4.550776, 4.003386], [-3.338035, -3.018184, 3.825217], [-3.157802, -5.072731, 1.634178], [-3.364570, -6.048964, -0.649695], [-1.957485, -5.110888, -2.489487], [-0.517272, -3.144424, -2.007528]],
  "atomic_forces_ev_per_a": [[-0.723, 0.416, 0.143], [-0.036, 0.072, 0.099], [-0.053, -0.119, -0.055], [0.104, 0.076, -0.070], [-0.084, 0.054, -0.248], [0.003, -0.038, 0.136], [-0.044, 0.104, 0.057], [-0.052, -0.048, 0.064], [-0.271, 0.061, 0.145], [0.250, 0.229, -0.628], [-0.050, -0.022, 0.105], [-0.012, 0.053, 0.025], [0.062, 0.013, -0.028], [0.018, -0.052, 0.035], [0.013, -0.023, 0.019], [-0.016, -0.022, -0.076], [0.062, 0.121, -0.006], [-0.070, -0.110, -0.074], [0.023, 0.015, 0.025], [0.010, 0.029, 0.083], [-0.005, -0.039, 0.019], [0.092, -0.022, -0.018], [0.060, -0.104, -0.186], [0.835, 0.109, -0.234], [-0.002, 0.005, -0.024], [0.028, 0.013, -0.082], [-0.031, 0.033, 0.044], [0.005, 0.037, 0.070], [-0.040, -0.058, -0.009], [-0.037, 0.000, 0.004], [-0.084, -0.200, 0.116], [0.048, -0.037, 0.126], [-0.013, -0.121, -0.007], [-0.061, -0.001, -0.042], [-0.014, 0.055, 0.012], [-0.019, -0.062, 0.031], [-0.033, 0.022, -0.018], [0.035, 0.005, -0.009], [0.008, -0.041, 0.018], [-0.041, -0.006, -0.026], [0.023, -0.021, -0.002], [-0.005, 0.021, 0.032], [-0.056, 0.117, 0.119], [0.129, 0.029, 0.048], [-0.014, 0.044, -0.022], [0.013, 0.002, 0.002], [0.004, -0.010, -0.001], [-0.001, -0.013, 0.003], [-0.037, -0.011, 0.021], [-0.020, -0.077, 0.076], [0.027, 0.024, 0.025], [0.005, 0.007, 0.017], [-0.008, -0.002, 0.015], [-0.029, -0.059, -0.039], [0.032, 0.013, -0.033], [0.000, 0.013, 0.009], [-0.006, 0.004, 0.009], [-0.009, -0.008, 0.009], [-0.004, -0.025, -0.008], [-0.013, -0.029, 0.079], [-0.013, -0.009, -0.012], [-0.016, 0.002, -0.013], [-0.020, 0.013, 0.007], [0.003, 0.019, 0.011], [-0.139, -0.040, 0.286], [0.119, -0.295, 0.084], [0.145, 0.355, -0.011], [-0.160, -0.110, -0.152], [0.220, -0.287, -1.327], [-0.332, -0.059, -0.019], [0.122, 0.285, -0.014], [0.226, -0.056, -0.146], [-0.029, -0.077, 0.300], [-0.097, 0.072, 0.766], [0.314, -0.149, 0.093], [-0.178, -0.015, 0.248], [-0.220, -0.203, -0.484], [0.041, 0.036, -0.139], [-0.032, -0.053, -0.002], [-0.024, -0.037, -0.047], [0.054, 0.166, 0.053], [0.059, -0.220, 0.767], [0.063, -0.021, 0.014], [-0.095, -0.001, -0.046], [-0.025, 0.121, 0.011], [0.058, 0.009, 0.005], [-0.035, 0.052, 0.049], [-0.099, -0.004, -0.047], [0.031, -0.053, 0.017], [-0.008, 0.076, -0.021], [-0.059, 0.005, 0.059], [0.056, 0.009, 0.027], [-0.048, 0.032, -0.015], [0.080, -0.028, -0.034], [0.022, 0.007, 0.014], [0.062, 0.052, -0.031], [0.021, 0.022, 0.000], [0.096, -0.038, -0.007], [-0.063, -0.039, -0.009], [0.033, 0.096, 0.054], [-0.037, -0.085, -0.079], [-0.046, -0.039, 0.026], [0.046, 0.018, 0.007], [-0.066, -0.074, -0.058], [0.000, 0.057, -0.002], [0.050, -0.063, 0.011], [0.022, 0.021, -0.025], [0.023, 0.027, -0.007], [-0.005, 0.012, 0.020], [-0.011, 0.079, -0.081]],
  "orbital_gap_ha": [0.26728, 0.26305],
  "e_lumo_ev": [-0.863, -0.715],
  "total_energy_ha": -3083.1327
}

=====

[3]
{
  "formula": "C3H8N3O",
  "method": "ωB97M-V/def2-TZVPD",
  "elements": ["C", "N", "C", "N", "N", "O", "C", "H", "H", "H", "H", "H", "H", "H", "H"],
  "coordinates": [[-0.877928, -1.352969, -1.961104], [-1.276940, -0.200436, -2.045579], [-1.334303, 0.968825, -1.485249], [-0.362075, 1.408102, -0.632436], [0.639440, 0.548987, -0.321913], [0.470909, -0.615512, 0.450335], [1.014566, -0.508995, 1.784947], [-1.330629, -2.026916, -1.205973], [-0.349525, -1.797262, -2.792685], [-2.238952, 1.532219, -1.468414], [-0.176194, 2.476024, -0.455119], [1.632656, 0.741761, -0.233364], [2.067744, -0.103353, 1.668482], [1.024469, -1.618039, 2.113000], [0.363749, 0.175108, 2.431543]],
  "atomic_forces_ev_per_a": [[-0.792, -3.244, -0.131], [0.239, 4.220, 0.731], [0.496, -1.058, 1.058], [0.345, 1.775, 0.590], [1.905, -1.656, -0.462], [-1.366, 0.388, 0.086], [0.026, -0.262, 0.271], [0.871, 0.388, 0.073], [0.242, -0.165, -0.154], [-0.376, 0.662, -0.812], [-1.020, -2.776, -0.285], [-0.542, 1.284, -0.644], [-1.086, -0.533, 0.566], [0.053, 2.084, -0.166], [1.004, -1.106, -0.722]],
  "total_charge": 1,
  "orbital_gap_ha": 0.32922,
  "smiles": "C=N/C=[NH+]\\NOC",
  "de_lowest_ev": 5.838,
  "e_lumo_ev": -4.403,
  "total_energy_ha": -358.1819
}